{"formula": "C5H11N3O", "method": "the ωB97M-V functional and the def2-TZVPD basis", "homo_energy_ev": -9.5, "energy_ha": -436.5402, "homo_lumo_gap_ev": 10.4780, "e_lumo_ev": 0.99, "e_above_lowest_ev": 2.907, "fmax_ev_per_a": 3.836, "elements": ["H", "N", "C", "N", "O", "C", "C", "C", "H", "H", "H", "H", "H", "H", "H", "H", "H", "C", "N", "H"], "positions_angstrom": [[-2.559, -0.725, -0.929], [-1.729, -0.299, -0.530], [-0.662, -0.847, -0.909], [-0.448, -2.101, -1.412], [0.637, -0.292, -0.299], [0.659, 0.466, 0.946], [0.021, 1.839, 0.780], [0.033, -0.340, 2.073], [0.387, -2.256, -1.954], [-1.264, -2.591, -1.744], [1.732, 0.576, 1.138], [-1.032, 1.730, 0.533], [0.131, 2.404, 1.704], [0.508, 2.398, -0.018], [0.483, -1.330, 2.133], [0.184, 0.176, 3.021], [-1.037, -0.442, 1.906], [1.291, 0.466, -1.977], [0.529, 0.120, -2.806], [2.135, 1.047, -1.656]], "forces_ev_per_a": [[0.03, -0.12, -0.05], [0.25, 0.24, -0.64], [1.17, 0.26, 3.33], [0.29, 0.18, -0.01], [-1.89, -1.59, -0.23], [-0.71, -0.20, -0.08], [0.13, -0.13, -0.02], [0.05, 0.11, -0.09], [-0.01, 0.16, 0.00], [0.04, 0.22, -0.07], [-0.09, -0.08, -0.14], [0.01, 0.05, 0.06], [-0.01, 0.03, 0.06], [0.01, 0.05, -0.05], [0.02, -0.01, 0.02], [0.05, 0.00, 0.05], [-0.02, -0.03, 0.01], [-1.07, 0.24, -3.68], [1.83, 0.90, 1.01], [-0.08, -0.30, 0.53]]}